(1)
# C4H6F2

One molecule with the formula C4H6F2 (ωB97M-V/def2-TZVPD, the Open Molecules 2025 dataset).

Output
SMILES string: F[C@H]1C[C@@H](F)C1
Largest force on an atom (eV Å⁻¹): 2.14
Gap between HOMO and LUMO (eV): 12.2785
LUMO energy (hartree): 0.036
Energy above the lowest of the compared OMol25 structures with the same formula, charge and spin (kcal per mole): 19.2
Charge: 0

Geometry (Å):
C -0.010 -0.281 1.004
H -0.464 -1.193 1.397
H -0.727 -0.622 -1.520
F 0.472 0.192 2.235
H 1.947 0.097 -0.187
H 1.252 -1.568 -0.560
C -0.133 0.147 -1.029
C -0.889 0.653 0.162
F 0.272 1.118 -1.991
C 0.980 -0.506 -0.172
H -0.736 1.667 0.551
H -1.963 0.296 0.110

Forces on atoms 1 to 2 (eV/Å):
0.4 -1.5 1.4
-0.4 -0.2 -1.0



(2)
# C50H59N7O6

A 8-piece molecular cluster, C50H59N7O6 overall (ωB97M-V/def2-TZVPD, the Open Molecules 2025 dataset).

Output
SMILES string: CC(=O)OCCCCC[C@H]1COC(=O)[C@@H]1CCCC(=O)O.c1ccncc1.c1ccncc1.c1ccncc1.c1ccncc1.c1ccncc1.c1ccncc1.c1ccncc1
Largest force on an atom (eV Å⁻¹): 8.82
Gap between HOMO and LUMO (eV): 9.8801
LUMO energy (hartree): 0.012
Charge: 0

Geometry (Å):
H 7.779 6.688 4.920
C -9.574 -7.382 0.785
H 5.115 -3.740 -2.497
C 1.598 5.842 -5.321
C 4.567 -1.763 -3.500
N -5.144 -1.132 1.611
H -0.753 3.452 -5.845
C -3.963 -7.856 1.494
H 8.229 5.803 2.625
H -6.745 -6.142 1.837
C -0.156 -0.545 -1.712
C -2.281 -5.841 2.236
C 2.946 6.447 0.474
H 1.617 -0.057 3.123
C 2.443 0.442 3.621
C 2.016 7.385 0.907
H 2.579 1.978 -1.594
H -10.373 -7.986 1.205
C -3.753 -3.410 -2.529
N 1.194 4.812 0.180
H -3.896 -6.852 -0.413
H 2.935 0.430 -0.576
H 4.936 0.515 -3.574
H -10.464 -7.203 -1.165
H 5.862 8.257 5.255
H 3.067 5.687 -3.750
C 4.394 -0.267 -2.862
H -1.091 1.965 -0.654
C -3.487 -7.816 2.801
H 6.739 6.533 0.757
C -3.555 -6.863 0.618
C -8.572 -6.172 -1.007
H -8.577 -5.811 -2.032
C -9.625 -6.946 -0.530
N 5.536 7.733 1.927
C -7.170 -2.408 1.916
C -7.897 -1.236 2.093
H 0.470 2.493 -3.889
H -8.966 -1.276 2.281
H 3.178 4.419 -0.225
C 3.320 1.920 5.272
C -5.877 -0.010 1.785
H 0.660 0.646 0.047
H -1.616 -5.019 2.486
H -0.778 -3.217 -0.267
H -2.904 -4.482 -0.686
H -3.673 -2.714 -0.298
H 4.001 6.691 0.411
H 2.633 1.007 -3.761
C -5.808 -2.306 1.682
H -0.996 -2.932 -2.133
C -0.253 1.950 -1.503
H 3.184 2.610 6.100
H -0.077 7.740 1.308
H -7.779 0.920 2.163
C -7.513 -5.866 -0.160
H 1.212 1.522 5.016
O 6.399 -2.118 -1.648
H -2.432 -2.352 -3.685
C 0.088 3.978 -5.406
H 4.468 8.870 3.275
C 6.086 7.853 4.274
H 5.694 0.490 3.336
H -4.634 -8.641 1.166
H 1.954 6.797 -5.691
H 5.982 -0.576 0.774
C 6.579 6.889 1.771
O -0.753 -0.372 -4.313
C -3.020 -3.355 -1.059
O 5.729 -3.854 0.037
C 5.666 -2.726 -2.766
N 1.823 4.042 -3.729
O -5.032 -3.849 -2.565
H -3.783 -8.578 3.516
H 0.181 3.043 -1.461
O -3.131 -3.057 -3.816
C -7.550 -6.351 1.138
H -1.480 -0.761 0.260
C -1.500 -2.728 -1.081
H 3.569 -2.381 -3.602
C -7.241 -0.011 2.028
H 0.578 -1.450 -1.823
O -1.094 1.581 -2.687
C -2.628 -6.791 3.182
H 4.953 -1.607 -4.620
C 0.314 5.745 0.606
C 4.719 0.746 3.742
H 2.335 8.384 1.190
C 7.406 6.485 2.808
N -2.724 -5.854 0.960
H -0.722 5.419 0.645
H -5.321 0.921 1.722
H 0.006 5.651 -6.760
C 2.491 5.186 0.123
C 0.745 0.700 -1.143
C 2.215 5.228 -4.243
C 2.219 1.317 4.673
H 5.474 2.084 5.247
N 3.670 0.143 3.141
N -8.558 -7.102 1.630
H 5.139 -1.972 1.859
C 5.313 8.195 3.176
C -0.707 0.198 -3.099
C 7.152 6.980 4.083
H 6.490 -3.031 -3.575
C 0.767 3.444 -4.322
C 0.514 5.201 -5.912
H 4.143 -1.070 0.512
C -1.457 -1.080 -0.866
H -5.196 -3.192 1.541
C 5.798 -2.555 -0.345
H 4.683 -0.160 -1.735
H -7.652 -3.378 1.961
C 2.338 0.812 -1.508
C 4.596 1.631 4.801
C 5.209 -1.471 0.782
C 0.672 7.031 0.975
H 2.136 -0.768 -3.286
H -6.678 -5.264 -0.501
H -2.240 -6.732 4.193
H -2.431 -0.646 -1.392
C 2.776 0.151 -2.942

Forces on atoms 1 to 2 (eV/Å):
-0.1 0.0 -0.1
0.7 0.1 0.7



Quick rundown of HOMO level, same order as above: -11.31 -9.56 eV
Quick rundown of DFT total energy, same order as above: -9678.931 -75512.023 eV